# 1
Formula: C43H53BN8O2S3W
Source: OMol25
Level of theory: ωB97M-V/def2-TZVPD

Net charge = +2

Element x y z (Å)
W: 1.058 1.552 -2.160
C: -3.329 -1.373 -3.283
C: -2.342 -1.617 -2.181
C: -2.252 -2.823 -1.537
C: -1.319 -3.023 -0.500
N: -0.529 -2.044 -0.110
N: -0.624 -0.889 -0.736
B: 0.126 0.374 -0.209
N: 1.244 0.022 0.805
N: 0.778 -0.466 1.971
C: 1.631 -0.830 2.887
C: 3.027 -0.785 2.637
C: 3.505 -0.252 1.484
C: 4.965 -0.138 1.174
C: 2.535 0.236 0.562
S: 3.031 1.200 -0.767
C: 1.100 -1.278 4.237
C: -0.424 -1.206 4.269
C: 1.563 -2.717 4.508
C: 1.674 -0.344 5.313
N: -1.027 1.105 0.577
N: -1.996 0.371 1.129
C: -2.900 0.985 1.845
C: -2.817 2.383 2.072
C: -1.843 3.135 1.486
C: -1.720 4.616 1.646
C: -0.939 2.421 0.659
S: 0.262 3.158 -0.310
C: -4.056 0.165 2.393
C: -3.903 -1.308 2.023
C: -4.100 0.306 3.921
C: -5.359 0.708 1.786
C: -1.443 -0.631 -1.737
S: -1.299 0.960 -2.442
C: -1.179 -4.368 0.190
C: -0.630 -5.375 -0.831
C: -0.229 -4.265 1.381
C: -2.557 -4.828 0.687
H: -4.318 -1.184 -2.860
H: -3.406 -2.248 -3.926
H: -3.056 -0.514 -3.891
H: -2.898 -3.638 -1.838
H: 3.717 -1.156 3.384
H: 5.562 -0.578 1.970
H: 5.256 0.906 1.055
H: 5.193 -0.647 0.235
H: -0.869 -1.841 3.503
H: -0.770 -0.185 4.100
H: -0.778 -1.535 5.247
H: 1.173 -3.407 3.759
H: 1.202 -3.037 5.487
H: 2.651 -2.800 4.518
H: 1.399 0.695 5.122
H: 2.762 -0.406 5.377
H: 1.274 -0.626 6.288
H: -3.559 2.865 2.695
H: -2.562 5.020 2.205
H: -1.672 5.101 0.670
H: -0.798 4.868 2.174
H: -2.974 -1.722 2.418
H: -3.901 -1.447 0.939
H: -4.740 -1.870 2.440
H: -3.188 -0.079 4.378
H: -4.943 -0.265 4.313
H: -4.234 1.342 4.236
H: -5.344 0.636 0.696
H: -5.535 1.750 2.059
H: -6.203 0.125 2.154
H: 0.353 -5.070 -1.196
H: -1.295 -5.487 -1.690
H: -0.529 -6.354 -0.361
H: 0.772 -3.952 1.077
H: -0.154 -5.239 1.866
H: -0.599 -3.540 2.107
H: -3.257 -5.002 -0.132
H: -2.995 -4.095 1.367
H: -2.451 -5.770 1.226
O: 1.203 -0.469 -2.391
C: 2.305 -1.215 -2.444
C: 2.379 -2.414 -1.726
C: 3.525 -3.181 -1.773
C: 4.621 -2.806 -2.559
C: 4.545 -1.653 -3.301
C: 3.405 -0.840 -3.227
C: 3.236 0.277 -4.100
N: 2.362 1.206 -3.927
C: 2.027 2.014 -5.118
C: 0.503 2.054 -5.153
N: 0.192 2.711 -3.882
C: -0.068 3.970 -3.935
C: 0.392 4.912 -2.956
C: -0.073 6.236 -2.930
C: 0.594 7.198 -2.212
C: 1.787 6.857 -1.561
C: 2.278 5.570 -1.597
C: 1.568 4.568 -2.261
O: 2.045 3.316 -2.231
H: 1.537 -2.714 -1.118
H: 3.573 -4.096 -1.196
H: 5.505 -3.428 -2.596
H: 5.366 -1.353 -3.942
H: 3.833 0.295 -5.012
H: 2.440 1.554 -6.015
H: 2.419 3.026 -5.012
H: 0.088 1.046 -5.186
H: 0.136 2.632 -6.002
H: -0.486 4.363 -4.864
H: -0.964 6.487 -3.493
H: 0.227 8.213 -2.180
H: 2.336 7.618 -1.022
H: 3.194 5.299 -1.090

***

# 2
Formula: C4H11NO2
Source: OMol25
Level of theory: ωB97M-V/def2-TZVPD

SMILES = C[C@H](O)[C@H](N)CO

Element x y z (Å)
C: 0.396 -2.120 0.802
C: 0.904 -0.711 0.535
O: 0.660 0.060 1.787
C: 0.152 -0.043 -0.611
N: 0.993 1.031 -1.217
C: -1.162 0.560 -0.060
O: -1.869 1.183 -1.187
H: 0.875 -2.552 1.652
H: 0.582 -2.722 -0.084
H: -0.720 -2.125 0.927
H: 2.000 -0.576 0.365
H: 1.379 0.699 1.743
H: -0.002 -0.749 -1.451
H: 0.937 0.869 -2.209
H: 0.722 1.922 -0.830
H: -1.780 -0.205 0.373
H: -0.863 1.381 0.596
H: -2.313 0.410 -1.601

***

Record order is preserved below.
E: -3545.08679, -364.20624 Ha
Record order is preserved below.
Energy relative to the best compared isomer or geometry (same formula, charge and spin): 6.16, 162.60 kJ/mol